No. 1
Entry from the Open Molecules 2025 dataset: C29H45N8S5SbSiTi as an isolated structure (the ωB97M-V functional and the def2-TZVPD basis).

The value obtained for the energy relative to the best compared isomer or geometry (same formula, charge and spin) is 3.98 kcal/mol. The HOMO-LUMO gap comes out at 6.73 eV. The HOMO energy comes out at -6.84 eV. The electronic energy comes out at -134437.555 eV.

Structure (XYZ):
```
90
Properties=species:S:1:pos:R:3:mulliken_charge:R:1
Ti 0.68 1.60 0.01 -0.350
C -0.12 -1.36 4.79 -1.302
N 0.28 -1.04 3.43 0.638
C 1.19 -1.99 2.81 -0.760
C 0.04 0.17 2.88 -0.918
N 0.89 0.78 2.07 1.127
C 2.27 0.65 2.29 -0.409
C 2.84 0.64 3.56 -0.001
C 4.21 0.58 3.75 -0.785
C 5.05 0.58 2.64 -1.037
C 4.50 0.64 1.37 -0.773
C 3.12 0.66 1.17 0.085
N 2.56 0.82 -0.12 2.488
C 3.29 0.32 -1.15 -1.516
N 3.66 1.11 -2.15 0.897
C 3.91 0.63 -3.51 -1.255
C 3.71 2.56 -2.02 -1.329
N 3.67 -0.98 -1.16 0.896
C 2.93 -1.97 -0.40 -0.951
C 4.96 -1.41 -1.66 -1.291
N -1.15 0.74 3.15 0.891
C -2.35 -0.05 3.37 -1.396
C -1.29 2.18 3.32 -1.153
H 0.76 -1.59 5.39 0.418
H -0.79 -2.23 4.81 0.338
H -0.63 -0.51 5.24 0.370
H 2.20 -1.92 3.22 0.254
H 1.21 -1.81 1.74 0.012
H 0.81 -3.00 2.99 0.494
H 2.18 0.70 4.42 0.463
H 4.62 0.57 4.75 0.413
H 6.12 0.57 2.76 0.423
H 5.15 0.70 0.51 0.459
H 4.94 0.81 -3.79 0.314
H 3.25 1.17 -4.18 0.290
H 3.67 -0.43 -3.59 0.429
H 3.53 2.86 -0.99 0.311
H 2.97 3.03 -2.65 0.319
H 4.71 2.90 -2.33 0.336
H 1.90 -1.64 -0.29 -0.154
H 3.39 -2.13 0.58 0.302
H 2.94 -2.90 -0.96 0.506
H 5.53 -0.56 -2.04 0.407
H 4.85 -2.15 -2.46 0.349
H 5.52 -1.86 -0.84 0.361
H -2.69 -0.01 4.40 0.302
H -2.17 -1.08 3.08 0.332
H -3.14 0.34 2.73 0.536
H -0.45 2.69 2.86 0.142
H -1.33 2.43 4.39 0.338
H -2.21 2.51 2.85 0.417
C -4.92 -1.90 1.28 -1.141
Si -4.15 -1.45 -0.36 0.070
C -5.52 -1.19 -1.61 -1.077
C -3.07 -2.86 -0.93 -0.727
C -3.29 0.22 -0.13 0.236
C -4.12 1.32 0.01 -0.195
C -3.61 2.60 0.25 -1.469
C -2.25 2.74 0.37 -0.925
N -1.42 1.69 0.25 1.316
C -1.90 0.46 -0.02 1.048
S -0.64 -0.70 -0.22 -0.633
H -5.67 -2.68 1.15 0.434
H -5.42 -1.04 1.74 0.343
H -4.18 -2.27 1.99 0.258
H -5.99 -2.14 -1.86 0.355
H -5.13 -0.74 -2.52 0.244
H -6.30 -0.53 -1.22 0.371
H -3.71 -3.73 -1.12 0.424
H -2.33 -3.14 -0.18 0.227
H -2.53 -2.62 -1.84 0.106
H -5.19 1.20 -0.08 0.312
H -4.26 3.46 0.34 0.499
H -1.78 3.69 0.58 0.500
S 2.39 5.60 -2.11 -0.632
Sb 0.50 4.75 -1.23 0.297
S 0.38 2.35 -2.11 -0.972
S 1.15 3.63 0.93 -0.526
S 1.00 -1.25 -3.51 -0.394
C -0.59 -1.06 -3.98 0.493
N -1.17 0.19 -4.04 0.248
C -2.44 0.44 -4.42 -0.191
C -3.26 -0.57 -4.80 -0.794
C -2.75 -1.89 -4.74 0.016
C -1.47 -2.12 -4.35 -0.920
H -0.61 0.98 -3.71 -0.180
H -2.73 1.48 -4.40 0.421
H -4.27 -0.36 -5.12 0.499
H -3.39 -2.72 -5.02 0.384
H -1.07 -3.12 -4.30 0.396
```


No. 2
Entry from the Open Molecules 2025 dataset: C29H46AsN7O3Sn as an isolated structure (the ωB97M-V functional and the def2-TZVPD basis).

The value obtained for the energy relative to the best compared isomer or geometry (same formula, charge and spin) is 45.82 kcal/mol. Its charge is +4. The HOMO-LUMO gap (alpha / beta) comes out at 5.45 / 4.24 eV. The HOMO energy (alpha / beta) comes out at -17.27 / -17.21 eV. The electronic energy comes out at -114024.835 eV.

Structure (XYZ):
```
87
Properties=species:S:1:pos:R:3:mulliken_charge:R:1
Sn -1.03 0.07 1.08 1.133
C -1.57 -3.64 1.82 -0.829
N -2.43 -4.07 0.74 0.170
C -2.78 -5.44 0.54 -0.499
C -3.69 -5.39 -0.66 -0.615
N -3.78 -3.99 -0.99 0.132
C -4.63 -3.61 -2.11 -0.997
C -3.00 -3.17 -0.16 0.098
N -2.76 -1.93 -0.12 0.092
C -3.43 -0.96 -1.00 -0.414
C -3.73 0.33 -0.26 -0.999
N -2.58 1.23 -0.13 0.205
C -2.59 2.47 -0.63 0.347
N -1.50 3.26 -0.49 0.356
C -0.39 2.98 0.38 -1.143
C -1.65 4.56 -1.16 -0.591
C -3.06 4.46 -1.74 -0.741
N -3.54 3.14 -1.31 -0.009
C -4.95 2.84 -1.52 -1.170
H -1.39 -4.48 2.49 0.408
H -2.05 -2.82 2.36 0.279
H -0.61 -3.29 1.42 0.278
H -3.28 -5.84 1.43 0.413
H -1.88 -6.05 0.37 0.377
H -4.68 -5.80 -0.46 0.410
H -3.28 -5.94 -1.52 0.418
H -4.94 -4.52 -2.62 0.418
H -4.08 -2.99 -2.82 0.402
H -5.52 -3.09 -1.77 0.386
H -4.38 -1.34 -1.38 0.408
H -2.79 -0.74 -1.86 0.084
H -4.07 0.06 0.75 0.125
H -4.56 0.80 -0.76 0.247
H -0.74 2.75 1.39 0.446
H 0.25 3.86 0.43 0.474
H 0.22 2.15 0.01 0.086
H -0.90 4.68 -1.93 0.311
H -1.54 5.38 -0.45 0.414
H -3.07 4.53 -2.82 0.357
H -3.72 5.24 -1.36 0.464
H -5.41 3.71 -1.96 0.439
H -5.46 2.64 -0.58 0.422
H -5.11 2.01 -2.21 0.399
C 8.93 2.16 0.00 -0.874
O 7.67 1.47 -0.20 -0.417
C 7.64 0.26 -0.71 1.066
C 8.77 -0.47 -1.11 -0.494
C 8.59 -1.73 -1.61 -0.749
C 7.29 -2.31 -1.73 -0.779
C 6.18 -1.60 -1.37 -0.252
C 6.32 -0.31 -0.85 0.165
N 5.29 0.44 -0.34 0.000
C 3.94 0.40 -0.54 -0.271
C 3.21 -0.05 -1.61 0.732
C 3.77 -0.37 -2.90 -0.612
C 2.97 -0.63 -3.96 -0.820
C 1.54 -0.63 -3.80 -0.521
C 0.96 -0.34 -2.62 -0.442
C 1.74 -0.05 -1.45 0.157
O 1.19 0.18 -0.34 -0.813
H 9.52 1.65 0.77 0.416
H 8.67 3.16 0.33 0.265
H 9.49 2.21 -0.93 0.400
H 9.76 -0.06 -1.02 0.468
H 9.45 -2.32 -1.90 0.432
H 7.19 -3.32 -2.09 0.439
H 5.20 -2.05 -1.44 0.601
H 5.60 1.11 0.35 0.337
H 3.37 0.88 0.25 0.444
H 4.84 -0.36 -3.05 0.524
H 3.41 -0.83 -4.93 0.438
H 0.93 -0.85 -4.67 0.450
H -0.12 -0.32 -2.51 0.571
C -3.40 -0.14 5.24 -1.071
As -2.47 1.30 4.41 0.500
C -1.06 1.95 5.52 -1.070
C -3.67 2.73 4.06 -1.060
O -1.80 0.76 2.94 -0.562
H -3.81 0.21 6.19 0.417
H -2.71 -0.97 5.43 0.365
H -4.21 -0.46 4.59 0.345
H -1.47 2.22 6.49 0.417
H -0.62 2.83 5.05 0.364
H -0.30 1.18 5.66 0.369
H -4.13 3.04 4.99 0.435
H -4.44 2.41 3.36 0.339
H -3.11 3.57 3.64 0.359
```


No. 3
Entry from the Open Molecules 2025 dataset: C29H46BrN3P2SSn as an isolated structure (the ωB97M-V functional and the def2-TZVPD basis).

The value obtained for the energy relative to the best compared isomer or geometry (same formula, charge and spin) is 38.86 kcal/mol. Its charge is +2. The HOMO-LUMO gap (alpha / beta) comes out at 5.26 / 5.49 eV. The HOMO energy (alpha / beta) comes out at -12.81 / -12.46 eV. The electronic energy comes out at -140555.631 eV.

Structure (XYZ):
```
83
Properties=species:S:1:pos:R:3:mulliken_charge:R:1
N -6.31 4.50 -4.29 -0.534
C -6.08 4.89 -3.05 -0.310
C -5.09 4.31 -2.25 -0.538
C -4.33 3.20 -2.73 0.194
C -4.61 2.80 -4.07 -0.416
C -5.62 3.48 -4.78 -0.380
C -3.23 2.63 -1.91 -0.155
Sn 0.02 -0.06 -0.40 0.585
P 2.61 -0.59 -0.04 1.250
C -2.42 1.53 -2.00 -0.507
C -1.09 1.71 -1.38 2.117
C 0.15 1.60 -2.14 -0.811
C 1.25 2.47 -1.72 -0.548
C 1.23 2.92 -0.44 -1.052
C 0.14 2.98 0.36 -0.369
C -1.03 2.27 -0.05 -1.690
Br 2.61 3.46 2.19 -0.512
H -2.91 3.38 -1.17 0.362
H -2.69 0.79 -2.79 0.297
H -4.89 4.83 -1.31 0.338
H -4.00 2.05 -4.57 0.341
H -6.68 5.73 -2.69 0.379
H -5.88 3.21 -5.80 0.389
H -0.05 1.16 -3.13 0.615
H -1.99 2.37 0.49 0.881
H 2.11 2.71 -2.36 0.515
H 0.19 3.60 1.25 1.654
P -0.65 -2.46 -0.26 1.046
C 3.48 1.01 0.35 -0.432
C 4.96 1.32 0.12 -1.619
H 3.25 1.40 1.33 0.193
H 3.02 1.79 -0.28 0.189
H 5.01 2.37 0.45 0.442
H 5.70 0.81 0.76 0.289
H 5.28 1.26 -0.94 0.312
C 3.35 -1.10 -1.68 -0.460
C 4.71 -1.76 -1.76 -1.331
H 3.31 -0.22 -2.32 0.364
H 2.63 -1.80 -2.13 0.024
H 4.82 -2.06 -2.81 0.452
H 5.54 -1.10 -1.50 0.290
H 4.74 -2.66 -1.14 0.275
C 3.35 -1.89 1.08 -0.597
C 4.56 -1.71 1.97 -1.283
H 3.52 -2.82 0.52 0.587
H 2.51 -2.16 1.73 0.251
H 4.32 -2.26 2.88 0.399
H 5.47 -2.16 1.57 0.298
H 4.78 -0.68 2.21 0.233
C -0.71 -3.31 1.34 -0.065
C -1.60 -4.55 1.40 -1.412
H -1.04 -2.59 2.10 -0.116
H 0.33 -3.58 1.59 0.458
H -2.57 -4.31 1.86 0.399
H -1.77 -5.02 0.42 0.311
H -1.11 -5.28 2.06 0.414
C 0.28 -3.46 -1.46 -0.604
C 0.24 -2.88 -2.91 -1.013
H -0.18 -4.47 -1.41 0.545
H 1.35 -3.60 -1.18 0.309
H -0.78 -2.81 -3.32 0.286
H 0.69 -1.87 -2.96 0.160
H 0.83 -3.55 -3.57 0.412
C -2.26 -2.01 -0.93 -0.893
C -3.39 -1.87 0.09 -1.229
H -2.49 -2.80 -1.65 0.639
H -2.21 -1.07 -1.50 0.301
H -4.34 -1.69 -0.43 0.436
H -3.53 -2.80 0.67 0.294
H -3.23 -1.03 0.79 0.187
C -0.66 -1.17 4.86 -0.838
N -0.21 0.19 4.64 0.175
C 0.31 0.97 5.67 -0.167
C 0.59 2.22 5.10 -0.597
N 0.15 2.14 3.77 0.138
C -0.27 0.88 3.47 -0.055
S -1.01 0.31 2.11 -0.265
H -1.62 -1.33 4.37 0.362
H 0.06 -1.90 4.47 0.234
H -0.78 -1.27 5.94 0.332
H 0.34 0.61 6.68 0.418
H 1.05 3.10 5.51 0.473
H 0.47 2.80 3.05 -0.047
```


No. 4
Entry from the Open Molecules 2025 dataset: C29H46F6N4O9P2S3 as an isolated structure (the ωB97M-V functional and the def2-TZVPD basis).

The HOMO-LUMO gap comes out at 5.98 eV. The HOMO energy comes out at -7.95 eV. The electronic energy comes out at -122591.785 eV.

Structure (XYZ):
```
99
Properties=species:S:1:pos:R:3:mulliken_charge:R:1
C -0.24 -4.50 0.55 -1.072
C 0.48 -3.45 0.19 -1.102
C -0.07 -2.04 0.22 -0.566
C 0.80 -1.11 1.14 1.719
C 2.33 -1.38 1.07 -1.543
C 3.25 -0.17 1.00 0.385
C 3.34 0.62 2.29 -1.591
O 4.56 -0.71 0.74 -0.519
P 0.30 -1.47 2.89 0.139
S -1.46 -0.76 3.35 -0.324
N 0.51 0.33 0.95 -0.170
C 0.06 0.72 -0.31 -1.365
N 0.47 1.85 -0.75 0.406
C 0.07 2.52 -1.98 -0.772
C -0.61 3.87 -1.71 -0.384
C -0.61 4.72 -3.00 -0.800
O -1.89 5.21 -3.32 -0.467
C -2.74 4.25 -3.90 -0.488
N -0.90 -0.02 -1.03 1.339
C -2.12 0.10 -0.14 0.577
C -3.46 -0.42 -0.68 -1.415
C -4.53 0.67 -0.71 -0.703
C -5.08 1.01 0.68 -0.580
C -6.46 1.69 0.60 -0.537
C -7.59 0.68 0.48 -1.187
C -0.36 -1.40 -1.18 0.860
C -1.25 -2.33 -2.02 -1.304
C -1.49 -2.00 -3.50 -0.643
O -0.76 -2.53 -4.32 -0.561
C -2.63 -1.18 -4.03 0.031
C -2.83 0.17 -3.78 1.167
C -3.90 0.83 -4.36 -0.674
C -4.77 0.16 -5.19 -0.786
C -4.57 -1.19 -5.44 -0.733
C -3.51 -1.85 -4.87 -0.800
P 1.34 -1.19 -2.03 -0.085
O 0.86 -0.33 -3.33 -0.518
O 1.53 -2.68 -2.63 -0.575
H -1.30 -4.39 0.77 0.269
H 0.21 -5.47 0.67 0.368
H 1.50 -3.61 -0.13 0.217
H -1.05 -2.14 0.69 0.899
H 2.60 -2.00 0.23 0.043
H 2.64 -1.93 1.96 0.959
H 3.01 0.47 0.14 0.238
H 3.65 1.65 2.12 0.352
H 2.38 0.67 2.80 0.307
H 4.08 0.15 2.95 0.426
H 4.81 -0.53 -0.17 0.376
H 1.34 -0.97 3.68 0.175
H 0.42 -2.86 2.97 0.205
H -0.20 0.64 1.64 0.422
H 1.14 2.34 -0.15 0.572
H 0.98 2.72 -2.54 0.587
H -0.54 1.86 -2.58 0.153
H -0.04 4.40 -0.95 0.440
H -1.64 3.73 -1.39 0.283
H 0.06 5.57 -2.91 0.344
H -0.25 4.11 -3.84 0.468
H -2.20 3.62 -4.62 0.352
H -3.53 4.77 -4.42 0.345
H -3.19 3.61 -3.13 0.024
H -1.95 -0.32 0.85 -1.242
H -2.24 1.18 0.03 0.994
H -3.81 -1.18 0.02 0.705
H -3.39 -0.90 -1.64 0.162
H -5.36 0.27 -1.30 0.323
H -4.13 1.57 -1.19 -0.011
H -5.19 0.09 1.25 0.368
H -4.39 1.64 1.24 0.305
H -6.62 2.35 1.45 0.380
H -6.47 2.29 -0.31 0.248
H -8.56 1.15 0.61 0.380
H -7.61 0.24 -0.52 0.284
H -7.48 -0.14 1.19 0.306
H -2.19 -2.51 -1.50 0.860
H -0.74 -3.29 -2.05 0.975
H -2.16 0.71 -3.13 0.345
H -4.04 1.88 -4.13 0.291
H -5.59 0.70 -5.64 0.448
H -5.25 -1.71 -6.10 0.398
H -3.35 -2.90 -5.09 0.481
H 1.55 0.28 -3.58 0.427
H 2.42 -3.00 -2.43 0.417
C 9.95 0.33 6.28 0.666
F 10.61 1.29 6.93 -0.220
F 10.19 0.47 4.97 -0.236
F 10.44 -0.85 6.67 -0.235
S 8.15 0.47 6.66 0.985
O 7.77 1.76 6.14 -0.647
O 8.05 0.27 8.07 -0.646
N 7.69 -0.76 5.77 -0.295
S 6.17 -1.16 5.69 0.920
O 5.34 -0.23 4.98 -0.615
O 5.62 -1.76 6.87 -0.647
C 6.39 -2.56 4.51 0.641
F 7.16 -3.52 5.02 -0.238
F 6.91 -2.16 3.35 -0.232
F 5.18 -3.10 4.25 -0.225
```


No. 5
Entry from the Open Molecules 2025 dataset: C29H47Cl2N2PSSc as an isolated structure (the ωB97M-V functional and the def2-TZVPD basis).

Its charge is -1. The HOMO-LUMO gap comes out at 3.75 eV. The HOMO energy comes out at -1.64 eV. The electronic energy comes out at -99690.558 eV.

Structure (XYZ):
```
83
Properties=species:S:1:pos:R:3:mulliken_charge:R:1
P -1.48 -0.35 -0.55 0.114
C -1.16 -1.30 -2.11 0.158
C -2.35 -2.01 -2.76 -0.425
C -1.84 -2.90 -3.91 -0.906
C -1.00 -2.14 -4.95 -0.682
C 0.12 -1.32 -4.30 -0.905
C -0.39 -0.45 -3.13 -0.703
C -2.37 1.25 -0.88 0.341
C -3.60 1.23 -1.78 -0.754
C -4.26 2.63 -1.79 -0.834
C -3.29 3.74 -2.20 -0.677
C -1.97 3.71 -1.42 -0.875
C -1.35 2.31 -1.36 -0.713
C -2.55 -1.35 0.57 0.317
C -1.87 -2.70 0.89 -0.578
C -2.69 -3.56 1.85 -0.916
C -3.12 -2.81 3.12 -0.672
C -3.71 -1.42 2.85 -0.889
C -2.86 -0.58 1.87 -0.859
H -0.47 -2.09 -1.76 0.494
H -3.06 -1.26 -3.15 0.122
H -2.89 -2.62 -2.03 0.286
H -2.68 -3.39 -4.41 0.373
H -1.21 -3.69 -3.48 0.376
H -0.57 -2.84 -5.67 0.374
H -1.65 -1.46 -5.51 0.318
H 0.90 -2.00 -3.92 0.363
H 0.59 -0.67 -5.05 0.395
H 0.47 0.05 -2.65 0.187
H -1.05 0.33 -3.53 0.212
H -2.71 1.55 0.13 0.332
H -4.62 2.85 -0.77 0.350
H -4.33 0.48 -1.41 0.274
H -3.33 0.92 -2.80 0.230
H -5.13 2.62 -2.45 0.387
H -3.78 4.72 -2.07 0.363
H -3.07 3.65 -3.27 0.303
H -1.25 4.40 -1.89 0.400
H -2.15 4.08 -0.40 0.384
H -0.47 2.33 -0.69 0.152
H -0.98 2.04 -2.35 0.155
H -3.48 -1.53 0.00 0.425
H -1.71 -3.27 -0.04 0.291
H -0.87 -2.50 1.31 0.159
H -3.59 -3.93 1.34 0.356
H -2.11 -4.44 2.13 0.369
H -2.23 -2.68 3.76 0.326
H -3.84 -3.41 3.68 0.347
H -3.80 -0.87 3.79 0.394
H -4.72 -1.53 2.45 0.358
H -3.41 0.34 1.64 0.278
H -1.92 -0.28 2.35 0.267
Sc 2.92 0.20 1.78 0.027
Cl 1.24 1.34 2.93 -0.563
Cl 2.37 -2.05 1.44 -0.606
C 2.83 0.81 -0.29 -0.566
H 2.86 0.00 -1.04 0.177
C 2.95 2.10 -0.83 1.017
C 2.57 3.27 -0.05 -0.272
C 2.83 4.55 -0.49 -0.639
C 3.47 4.77 -1.72 -0.441
C 3.78 3.66 -2.54 -0.373
C 3.51 2.37 -2.13 -0.557
H 2.11 3.09 0.93 0.187
H 2.53 5.41 0.12 0.341
H 4.25 3.84 -3.51 0.327
H 3.77 1.52 -2.76 0.328
H 3.71 5.78 -2.04 0.333
S 5.15 1.15 2.26 -0.358
C 4.85 -0.10 3.40 0.009
N 5.21 -1.37 3.16 -0.028
C 5.08 -2.50 4.08 -0.541
C 4.13 -2.21 5.22 -0.496
C 4.18 -0.76 5.68 -0.675
N 4.13 0.14 4.53 0.038
H 5.75 -1.51 2.31 0.226
H 6.08 -2.75 4.46 0.361
H 4.73 -3.36 3.50 0.281
H 4.38 -2.85 6.06 0.340
H 3.11 -2.46 4.91 0.265
H 5.09 -0.57 6.27 0.315
H 3.32 -0.53 6.31 0.362
H 3.99 1.13 4.74 0.238
```